Record 1
ORCA calculation (ωB97M-V/def2-TZVPD) on the molecule C18H26N2O3.

Each line ends with the Löwdin charge.
CARTESIAN COORDINATES (ANGSTROEM)
C  -3.09371  4.64521  1.41374  -0.09
O  -2.56891  4.11083  0.22390  -0.09
C  -2.28344  2.77764  0.18140  -0.28
C  -2.47111  1.88396  1.22883  -0.02
C  -2.14224  0.54697  1.07919  -0.01
C  -1.61508  0.08181  -0.11790  -0.23
N  -1.22924  -1.24754  -0.32375  0.14
C  -1.29513  -2.29402  0.52925  -0.44
O  -1.81346  -2.29844  1.62592  0.07
C  -0.55370  -3.52113  -0.02971  -0.05
N  0.87994  -3.30805  0.11202  -0.08
C  1.48194  -3.69297  1.36727  -0.04
C  1.50118  -2.56565  -0.83547  -0.45
O  0.90974  -2.23375  -1.85493  0.03
C  2.93636  -2.16103  -0.57511  -0.10
C  3.25702  -0.82116  -1.24633  -0.15
C  2.33003  0.30738  -0.79610  -0.34
C  2.78412  1.68652  -1.27512  -0.16
C  1.94861  2.65539  -0.43753  -0.18
C  1.69451  1.93088  0.89738  -0.16
C  2.23368  0.50391  0.71892  -0.15
C  -1.43318  0.97774  -1.17220  -0.02
C  -1.76366  2.30541  -1.02563  -0.01
H  -3.24165  5.70653  1.22014  0.09
H  -4.05463  4.18788  1.67145  0.10
H  -2.39770  4.52448  2.25046  0.10
H  -2.87385  2.21165  2.17400  0.10
H  -2.29335  -0.13752  1.89712  0.10
H  -0.73561  -1.41619  -1.19835  0.11
H  -0.84890  -4.40890  0.52942  0.13
H  -0.78040  -3.65715  -1.08984  0.13
H  2.46421  -4.13519  1.20189  0.09
H  1.57657  -2.84405  2.05133  0.10
H  0.84816  -4.43641  1.84592  0.09
H  3.12286  -2.07948  0.49338  0.10
H  3.59157  -2.93718  -0.98019  0.13
H  3.16727  -0.93224  -2.32794  0.12
H  4.29239  -0.55976  -1.01427  0.12
H  1.32859  0.11936  -1.18912  0.12
H  2.63560  1.82736  -2.34455  0.12
H  3.84645  1.81571  -1.05673  0.12
H  2.45739  3.60788  -0.29475  0.10
H  0.99964  2.85355  -0.93560  0.09
H  2.19275  2.43348  1.72606  0.10
H  0.62693  1.90929  1.11628  0.09
H  1.58067  -0.22790  1.19432  0.10
H  3.22897  0.41746  1.16067  0.12
H  -1.02748  0.62352  -2.10897  0.12
H  -1.62966  3.00520  -1.83537  0.12

Force components x, y, z for each atom (eV/Å):
-0.07 0.07 0.17
0.11 -0.14 -0.27
0.05 -0.11 -0.04
-0.05 0.43 -0.09
0.07 -0.24 -0.02
-0.16 0.27 0.30
0.05 0.13 -0.50
0.16 -0.57 -0.30
-0.10 0.05 0.30
-0.20 0.09 -0.11
-0.30 -0.17 -0.09
0.27 0.05 0.29
0.25 -0.24 0.21
0.02 0.15 -0.40
0.04 0.29 -0.28
-0.36 -0.07 0.03
0.42 0.01 0.00
-0.24 -0.05 0.00
0.08 0.12 -0.06
-0.06 0.04 0.12
-0.13 0.00 -0.12
-0.06 -0.01 0.14
-0.11 0.14 0.17
-0.01 -0.07 0.07
0.04 0.01 0.00
-0.03 -0.01 -0.02
-0.04 0.06 0.07
0.00 -0.03 0.01
-0.03 -0.14 0.24
0.00 0.15 -0.02
0.00 -0.03 0.14
-0.02 0.02 0.07
0.02 -0.07 0.04
0.03 0.01 -0.03
0.04 -0.09 0.03
-0.01 -0.08 0.10
0.10 -0.02 -0.01
0.03 0.03 -0.01
-0.03 0.02 -0.01
0.08 0.01 -0.10
0.10 -0.03 -0.01
-0.06 0.08 -0.04
0.01 0.06 -0.02
-0.06 0.02 0.06
-0.04 0.03 0.06
0.02 -0.12 0.11
0.09 -0.08 0.04
0.05 -0.04 -0.13
0.03 0.07 -0.11

Summary:
LUMO   0.7679 eV
Energy relative to the best compared isomer or geometry (same formula, charge and spin)   24.42 kcal per mole
Net charge   0
HOMO-LUMO gap   8.66 eV
Energy   -1036.76262 Ha

Record 2
ORCA calculation (ωB97M-V/def2-TZVPD) on a structure of composition C18H26N2O5S at a distorted geometry.

Each line ends with the Löwdin charge.
CARTESIAN COORDINATES (ANGSTROEM)
C  -0.15234  2.88530  0.87241  -0.11
H  -0.98729  2.31744  0.96986  0.05
H  -0.18849  3.41434  -0.16488  0.13
H  0.10898  3.65996  1.65749  0.12
O  1.09409  2.35736  0.69780  -0.13
C  0.89363  1.16810  -0.07917  -0.23
C  1.53100  1.22961  -1.19508  -0.03
C  1.79166  0.23822  -2.24122  0.02
C  0.96348  -0.86511  -1.96978  -0.29
C  0.09801  -0.98345  -0.89322  -0.02
C  0.28929  -0.16150  0.20293  -0.02
C  -0.49095  -0.16938  1.45275  -0.52
O  -1.80704  -0.37802  1.25244  -0.05
N  0.04823  0.02632  2.49255  0.17
H  1.05312  0.58601  2.40172  0.23
C  -0.66407  -0.01873  3.90447  -0.21
C  0.18007  -0.78763  4.65963  -0.17
C  1.55533  -0.19628  5.09793  -0.26
C  1.51291  1.07928  5.60295  -0.28
C  0.52173  1.95650  4.84447  -0.26
C  -0.67528  1.45356  4.47194  -0.17
H  -1.38451  1.88819  3.93727  0.08
H  -1.30419  1.14179  5.40298  0.18
H  0.29825  2.89275  5.37534  0.13
H  1.43888  2.24762  3.83552  0.21
H  2.37712  1.59865  5.84938  0.10
H  0.76343  1.16016  6.60407  0.18
H  2.33098  -0.96469  5.71270  0.19
H  2.14788  -0.08838  4.24568  0.08
H  -0.31066  -1.09966  5.60548  0.13
H  0.60864  -1.89209  4.19982  0.20
H  -1.43849  -0.36976  3.65862  0.04
H  -0.48649  -1.93783  -0.69522  0.16
S  0.71345  -2.06580  -3.26000  0.76
O  0.15196  -3.31148  -2.67044  -0.33
O  2.12260  -2.47922  -3.91731  -0.38
N  -0.15594  -1.35772  -4.39833  -0.21
C  -1.87295  -1.64301  -3.81902  0.02
H  -1.70201  -1.12093  -2.84366  0.13
C  -2.49766  -0.74122  -4.68161  -0.33
H  -3.75067  -0.74098  -4.63771  0.20
O  -2.51942  -1.20012  -5.96807  -0.17
C  -1.08089  -0.97949  -6.49569  -0.10
H  -1.13771  -1.27345  -7.58785  0.12
C  -0.06933  -1.89371  -5.60773  -0.28
H  0.83412  -1.83617  -6.14057  0.10
H  -0.61928  -2.91487  -5.86999  0.18
H  -0.78874  0.06806  -6.69629  0.11
H  -2.04674  0.40729  -4.78375  0.19
H  -2.03559  -2.55766  -3.73493  0.04
H  2.32277  0.19612  -3.17371  0.11
H  2.41512  2.05568  -1.48298  0.19

Force components x, y, z for each atom (eV/Å):
2.26 6.68 -1.77
-2.17 -2.13 0.88
-1.38 -0.01 1.71
-1.56 -0.64 -0.64
0.91 -5.56 0.36
-0.06 -1.67 2.97
8.40 2.02 -8.47
-3.94 -1.39 3.36
-0.42 0.48 -2.25
0.50 -1.99 2.38
-0.43 4.30 -0.57
-10.12 -3.40 -9.84
4.41 0.48 1.34
7.38 4.31 9.39
-3.25 -2.18 0.69
10.98 8.52 -2.24
5.41 -7.38 4.27
1.86 -5.62 -0.10
-6.38 4.15 5.68
8.49 4.48 -2.08
-4.70 -7.99 1.69
-2.42 3.08 -2.60
0.98 1.04 -0.59
0.89 0.04 -0.23
-3.27 -0.19 1.97
1.64 0.73 0.23
2.39 -0.98 -1.21
-2.69 1.75 -1.22
1.07 -0.18 -2.13
0.00 0.13 -0.40
-1.95 2.94 0.77
-11.51 -4.74 -2.79
0.67 1.39 -0.65
7.01 -6.40 -0.21
-0.35 2.64 -0.66
-4.84 2.81 2.05
-3.29 0.45 5.55
6.47 9.60 2.53
-0.59 -0.84 -0.43
-5.65 4.36 -2.64
3.03 0.51 1.49
4.24 0.29 -3.55
-1.23 -1.82 -1.66
0.05 -0.65 1.35
-4.51 -1.49 -7.61
1.62 -0.11 -0.03
1.60 1.37 1.26
-0.44 0.07 1.46
-1.25 -2.83 1.38
-1.39 -8.12 0.12
0.59 0.83 0.10
-3.05 -1.14 1.56

Summary:
LUMO   -0.1284 eV
Energy relative to the best compared isomer or geometry (same formula, charge and spin)   400.82 kcal per mole
Net charge   0
HOMO-LUMO gap   8.90 eV
Energy   -1584.80212 Ha

Record 3
ORCA calculation (ωB97M-V/def2-TZVPD) on a structure of composition C18H26N3OP2Rh.

Each line ends with the Mulliken spin population.
CARTESIAN COORDINATES (ANGSTROEM)
Rh  0.28213  0.00974  0.10732  2.69
O  4.31035  -0.36794  -0.91239  0.14
C  3.11141  -0.26124  -0.95433  0.02
N  2.32182  -0.26426  0.19708  0.57
C  3.05859  -0.07975  1.43556  0.00
C  2.10893  0.00536  2.58938  0.01
C  2.53349  0.00369  3.91132  0.00
C  1.59577  0.10098  4.91887  0.00
C  0.24557  0.20271  4.58809  0.02
C  -0.09976  0.20704  3.25964  0.00
N  0.81577  0.10704  2.27842  0.10
C  2.34467  -0.17711  -2.23104  -0.02
C  2.97888  -0.23034  -3.45532  0.00
C  2.21198  -0.11521  -4.60334  0.00
C  0.84031  0.05336  -4.47671  0.01
C  0.28795  0.09993  -3.21054  -0.01
N  1.02428  -0.01593  -2.10059  0.07
H  3.69218  0.81182  1.39855  0.01
H  3.74287  -0.92317  1.56231  0.03
H  3.58957  -0.07712  4.13386  0.00
H  1.90597  0.09824  5.95555  0.00
H  -0.51855  0.28330  5.34867  0.00
H  -1.13562  0.29542  2.95001  -0.01
H  4.05342  -0.35357  -3.48077  0.00
H  2.67289  -0.15030  -5.58134  0.00
H  0.20360  0.15167  -5.34483  0.00
H  -0.77877  0.23490  -3.08061  0.00
C  -1.61022  -2.91973  1.22879  0.01
P  -1.41472  -1.75088  -0.13146  0.15
C  -1.53051  -2.72610  -1.64319  0.01
C  -2.88925  -0.64801  -0.05436  0.04
C  -2.75274  0.70250  -0.78419  0.03
P  -1.39511  1.78016  -0.15133  0.08
C  -1.11828  3.05620  -1.39907  0.01
C  -2.08680  2.63290  1.28296  0.01
H  -2.55540  -3.45369  1.11161  0.01
H  -1.60593  -2.40270  2.18767  -0.01
H  -0.78991  -3.63652  1.21582  0.00
H  -2.49964  -3.22781  -1.66834  0.01
H  -0.73768  -3.47448  -1.64333  0.00
H  -1.41748  -2.10948  -2.53290  -0.01
H  -3.10491  -0.49576  1.00725  0.01
H  -3.73991  -1.20474  -0.45535  0.00
H  -3.68835  1.26182  -0.70147  0.00
H  -2.58616  0.55464  -1.85349  0.00
H  -2.07149  3.50893  -1.68110  0.00
H  -0.63834  2.63528  -2.28124  0.00
H  -0.47017  3.82903  -0.98537  0.00
H  -2.89981  3.28240  0.95290  0.00
H  -1.31996  3.23677  1.76721  0.00
H  -2.47691  1.91999  2.00918  0.00

Force components x, y, z for each atom (eV/Å):
0.06 0.41 -0.09
0.08 0.08 -0.07
0.02 -0.16 0.33
0.41 -0.43 -0.10
-0.09 0.00 -0.11
-0.11 0.00 -0.03
0.09 -0.03 -0.02
-0.06 0.01 0.04
0.06 -0.01 0.11
0.06 -0.01 -0.18
-0.07 0.13 0.26
-0.26 0.07 0.10
0.17 -0.03 -0.02
-0.05 0.01 -0.02
0.04 -0.02 -0.07
0.04 -0.02 0.17
0.04 0.14 -0.22
0.01 0.03 -0.03
0.03 -0.03 0.00
-0.02 0.00 0.01
-0.01 0.00 -0.02
0.03 0.00 -0.01
0.04 -0.01 0.00
-0.02 0.00 -0.01
0.01 0.00 0.02
0.01 0.00 0.00
-0.01 0.01 0.00
-0.10 -0.06 0.00
0.14 0.06 0.09
-0.06 -0.04 -0.05
-0.06 -0.02 -0.06
-0.13 0.10 0.01
-0.02 -0.32 0.01
-0.17 0.05 -0.04
-0.10 0.06 0.00
0.02 -0.04 0.05
0.01 0.02 -0.01
0.00 -0.01 -0.02
0.02 -0.04 -0.05
0.00 0.00 0.00
-0.03 0.03 0.01
0.03 0.04 0.01
-0.05 0.04 0.00
-0.05 -0.06 -0.03
0.02 -0.04 -0.01
0.05 0.04 -0.03
-0.01 0.01 0.01
0.01 -0.02 0.00
-0.01 0.02 0.07
0.00 0.00 -0.01
-0.01 0.02 -0.02

Summary:
LUMO (spin up / spin down)   -5.7778 / -8.7864 eV
Energy relative to the best compared isomer or geometry (same formula, charge and spin)   8.23 kcal per mole
Net charge   +2
Multiplicity   5
HOMO-LUMO gap (spin up / spin down)   8.52 / 6.35 eV
Energy   -1733.70050 Ha

> Among the records above, which one has the lowest energy?

C18H26N3OP2Rh